(1)
Molecular formula: C3H8N2OS2
Method: DFT, the ωB97M-V functional and the def2-TZVPD basis

Results
Electronic energy (hartree): -1100.0824
HOMO level (spin up / spin down) (eV): -8.042 / -8.041
ΔE to the lowest compared entry with this formula, charge and spin (kJ/mol): 454.1

```
16
Properties=species:S:1:pos:R:3:forces:R:3:nbo_charge:R:1
C 0.4580 1.1511 -0.6144 -0.31 -0.86 1.91 -0.15
C -1.0423 -0.5171 -1.6014 0.16 -2.36 -0.84 -0.61
C -0.8059 0.9460 -1.3694 0.57 -0.22 0.10 -0.56
N 0.6208 -1.8859 1.1744 1.49 0.75 -0.36 -1.16
N 1.4867 0.1097 2.2904 0.19 1.85 0.94 -1.06
O -0.9858 0.0125 1.9078 0.45 -0.13 -0.66 -0.96
S 1.6279 2.1744 -0.4518 -0.15 -0.26 -0.27 0.21
S 0.2622 -0.4315 1.2820 -0.45 1.96 0.37 1.92
H -0.0045 -0.9166 -1.8107 -1.20 -0.26 0.68 0.22
H -1.5396 -0.7376 -2.5730 -0.03 0.58 0.61 0.22
H -1.6230 -1.1199 -0.8484 1.01 0.81 -0.42 0.23
H -0.7452 1.3098 -2.3795 0.28 1.11 -0.26 0.23
H -1.5465 1.4908 -0.8021 -0.53 0.04 0.07 0.27
H -0.0925 -2.5563 1.1247 -1.23 -0.79 -0.25 0.39
H 2.3925 -0.1096 1.9391 0.65 -0.48 -0.28 0.39
H 1.5373 1.0802 2.7322 -0.90 -1.73 -1.35 0.41
```
Forces are in eV/Å.

---

(2)
Molecular formula: C9H9NO4P
Method: DFT, the ωB97M-V functional and the def2-TZVPD basis

Results
Total charge: -1
Electronic energy (hartree): -1045.3831
HOMO level (spin up / spin down) (eV): -2.972 / -2.970
ΔE to the lowest compared entry with this formula, charge and spin (kJ/mol): 89.4

```
24
Properties=species:S:1:pos:R:3:forces:R:3:nbo_charge:R:1
C -2.8490 -1.3402 -0.6479 3.25 -0.41 1.84 -0.24
C -1.7610 -1.3108 -1.5203 -0.42 1.81 2.78 -0.22
C -2.6042 -1.2769 0.7323 -2.51 0.36 1.77 -0.20
C -0.5737 -0.8896 -0.9225 2.70 -0.94 -1.70 -0.20
C -1.3795 -1.0052 1.3471 0.32 -0.62 -2.61 -0.21
C -0.2985 -0.8523 0.4647 -0.54 -0.08 -1.61 -0.39
C 2.8562 -0.4863 -0.7379 1.84 1.01 -2.84 0.81
C 1.0786 2.3570 -0.3316 -0.73 0.94 0.46 -0.16
C 0.2960 1.9785 0.8251 -2.21 -2.51 0.90 -0.82
N 2.5912 0.5858 0.0938 -1.50 -2.90 0.95 -0.41
O 3.4271 -0.5593 -1.8112 -0.40 0.06 0.92 -0.64
O 2.3535 -1.5457 -0.0622 -1.08 0.26 0.21 -0.75
O 2.5408 1.8935 -0.1826 -0.83 0.50 -1.20 -0.38
O 1.7746 -0.7229 2.3248 -0.65 -0.53 0.63 -1.11
P 1.4136 -0.5292 0.9169 0.78 3.16 1.50 2.15
H -3.8213 -1.4524 -0.9102 -2.69 -0.55 -1.19 0.19
H -1.9514 -1.3568 -2.5422 0.24 -0.12 -1.70 0.21
H -3.5788 -1.3928 1.3792 2.11 0.30 -1.00 0.19
H 0.3450 -0.7210 -1.6031 -1.61 -0.34 0.96 0.22
H -1.1659 -0.9213 2.3644 -0.22 -0.05 1.61 0.23
H 1.1714 3.4300 -0.3456 1.05 0.61 -0.45 0.17
H 0.5257 2.0990 -1.2894 1.14 -0.38 0.84 0.17
H -0.7862 1.7076 0.5532 1.67 0.31 0.60 0.18
H 0.3958 2.3113 1.9051 0.31 0.12 -1.69 0.20
```
Forces are in eV/Å.

---

(3)
Molecular formula: C26H43Cl3GdO2P2
Method: DFT, the ωB97M-V functional and the def2-TZVPD basis

Results
Spin multiplicity: 8
Total charge: +1
Electronic energy (hartree): -3995.4113
HOMO level (spin up / spin down) (eV): -9.861 / -8.710
ΔE to the lowest compared entry with this formula, charge and spin (kJ/mol): 786.5

```
77
Properties=species:S:1:pos:R:3:forces:R:3:lowdin_spin:R:1
Gd -0.0059 0.0240 0.4137 -0.35 -1.64 3.70 6.68
C -0.6779 -2.4005 2.7722 1.07 -0.94 -1.32 0.26
C 0.6724 -2.5581 2.3402 -0.49 0.34 -0.35 -0.01
C 0.6344 -1.0384 4.0640 -2.47 -0.01 0.35 0.09
C -0.6854 -1.4518 3.8281 1.73 1.40 1.43 0.12
C 1.4813 -1.6939 3.1345 -0.06 -0.66 -1.02 0.29
C -1.8859 -3.1400 2.2905 0.20 0.11 0.01 0.05
H -1.7421 -3.5510 1.2859 -0.02 -0.04 0.20 0.00
H -2.7614 -2.4815 2.2739 0.11 -0.13 0.01 0.01
H -2.1015 -3.9724 2.9777 -0.02 0.13 -0.19 0.02
C -1.8551 -1.0346 4.6369 -0.36 -0.07 0.16 0.01
H -2.7759 -1.5174 4.2843 0.18 0.20 0.18 0.00
H -2.0041 0.0517 4.6153 -0.01 -0.17 0.01 0.00
H -1.6897 -1.3274 5.6837 -0.18 0.12 -0.14 0.00
C 1.0430 -0.0763 5.1069 0.18 0.39 0.41 0.01
H 0.7275 -0.4218 6.1036 0.12 0.10 -0.20 0.00
H 0.5802 0.9078 4.9440 0.23 -0.28 0.06 0.00
H 2.1307 0.0519 5.1187 -0.19 0.05 0.11 0.00
C 2.9337 -1.4050 2.9688 -0.06 0.01 -0.17 0.05
H 3.5520 -1.8875 3.7378 -0.14 0.06 -0.10 0.02
H 3.0952 -0.3222 3.0426 0.05 -0.15 0.07 0.01
H 3.2879 -1.7307 1.9866 0.05 -0.05 0.16 0.00
C 1.1655 -3.4599 1.2522 0.05 -0.27 0.11 -0.02
H 1.5899 -4.3935 1.6570 -0.09 0.22 -0.25 0.00
H 1.9511 -2.9697 0.6636 -0.05 -0.16 -0.05 0.00
H 0.3458 -3.7356 0.5772 0.24 -0.07 0.07 0.00
C -1.6990 0.9167 -3.7449 -0.70 -1.49 0.12 -0.01
C -1.7608 -0.4341 -3.6635 -1.53 0.95 -1.54 0.00
C -0.9825 -1.2957 -4.6068 0.46 -0.48 -0.42 0.00
C 0.5555 -1.0176 -4.4796 -1.25 -0.76 -0.16 0.00
C 0.9945 -0.3327 -3.2087 1.16 1.21 -0.39 0.00
C 1.3253 0.9923 -3.2085 0.32 -1.49 -0.80 -0.01
C 0.7027 1.9827 -4.1487 0.54 0.48 -0.95 0.00
C -0.7761 1.7245 -4.5973 0.08 0.69 -0.63 0.00
H -1.3206 -1.0622 -5.6414 0.28 -0.14 0.54 0.00
H 0.8247 -0.4454 -5.3591 0.37 0.34 0.11 0.00
H -1.1938 -2.3743 -4.4805 0.01 0.56 0.15 0.00
H -0.7325 1.3283 -5.6284 -0.24 0.01 0.44 0.00
H -2.4054 1.5008 -3.1578 0.07 -0.21 -0.16 0.00
H -2.5462 -0.9616 -3.0801 0.52 0.89 -1.15 0.00
H -1.2578 2.7192 -4.6544 0.35 -0.42 -0.30 0.00
H 0.7801 3.0210 -3.7524 -0.01 -0.78 0.13 0.00
H 2.1893 1.3627 -2.6523 -0.95 -0.04 0.46 0.00
H 1.3202 2.0509 -5.0829 -0.42 -0.11 0.60 0.00
H 1.0967 -1.9750 -4.5772 -0.09 0.40 0.18 0.00
H 1.1844 -0.9738 -2.3338 0.74 0.15 -0.46 -0.01
P -2.1723 -0.4262 -0.9071 0.02 0.37 3.18 -0.26
P 2.3551 1.3605 0.0166 -1.23 -0.92 1.20 -0.01
C -0.8509 1.4624 -1.2067 0.83 -0.41 -1.83 -0.04
C 0.4169 2.1351 -0.7402 1.56 2.73 -0.04 -0.06
H -1.6746 2.1769 -1.4122 0.54 -0.55 0.60 0.00
H -0.6067 0.8708 -2.1091 -0.06 1.30 0.56 -0.01
H 0.8992 2.6723 -1.5613 -0.29 0.24 0.11 -0.01
H 0.1693 2.8684 0.0586 0.55 -0.40 -0.34 0.00
C 2.9224 2.7846 0.9720 0.09 0.80 0.15 0.00
H 3.6210 2.4347 1.7595 -0.33 0.08 -0.50 0.00
H 2.0776 3.2833 1.4796 0.36 -0.36 -0.25 0.00
H 3.4453 3.5112 0.3237 -0.17 -0.26 0.32 0.00
C 3.8037 0.9106 -1.0061 -0.04 0.31 -0.99 0.00
H 4.1446 1.7713 -1.6032 0.22 -0.38 0.13 0.00
H 3.5386 0.0793 -1.6831 0.19 0.34 0.30 0.00
H 4.6239 0.5516 -0.3385 -0.78 0.44 -0.22 0.00
C -3.8545 0.0172 -1.2869 -0.74 -0.41 -0.93 -0.05
H -4.4603 -0.8321 -0.9637 -0.25 0.10 -0.10 -0.01
H -4.0448 0.2343 -2.3462 -0.14 -0.07 0.27 0.00
H -4.1274 0.8770 -0.6728 0.22 -0.07 0.05 0.00
C -1.4320 -1.9973 -1.4695 0.03 -0.69 -0.68 -0.05
H -0.8558 -2.5249 -0.7012 -0.29 0.17 0.19 -0.01
H -0.7933 -1.9169 -2.3463 -0.21 -0.30 0.07 0.00
H -2.3117 -2.6145 -1.7030 0.34 -0.19 -0.05 0.00
Cl -0.1963 4.5467 2.6096 -0.54 -0.47 0.23 0.00
C -1.3304 3.2393 3.1187 0.05 -0.40 -0.18 0.00
Cl -1.1279 2.9078 4.8798 -0.19 0.28 -0.82 0.00
Cl -3.0067 3.7031 2.7516 0.64 -0.09 0.23 0.00
C -0.9455 1.9164 2.3378 0.16 -1.51 -0.83 0.00
O -1.8294 1.1801 1.7930 1.19 1.51 0.99 -0.02
O 0.2987 1.6242 2.2552 -1.11 0.54 0.13 -0.01
```
Forces are in eV/Å.